[1]
{
  "formula": "C34H57N4OP2Pb",
  "method": "the ωB97M-V functional and the def2-TZVPD basis",
  "total_charge": 1,
  "multiplicity": 1,
  "e_tot_ev": -68003.188,
  "homo_lumo_gap_ev": [4.87, 6.41],
  "lumo_energy_ev": [-1.915, -1.895],
  "elements": ["C", "H", "H", "N", "H", "C", "H", "C", "N", "C", "H", "C", "H", "H", "C", "H", "H", "C", "Pb", "C", "H", "H", "H", "H", "H", "H", "H", "H", "C", "C", "H", "H", "H", "C", "C", "H", "O", "C", "H", "C", "N", "H", "P", "H", "C", "C", "H", "C", "H", "C", "H", "C", "H", "H", "P", "H", "H", "H", "H", "H", "C", "H", "H", "H", "H", "C", "H", "H", "C", "C", "H", "C", "H", "H", "H", "H", "C", "H", "C", "H", "H", "C", "C", "H", "C", "H", "N", "H", "C", "H", "C", "C", "H", "C", "H", "H", "H", "H", "C"],
  "coordinates": [[3.99, -2.11, -0.67], [-1.09, 2.12, 2.98], [5.20, -2.63, -2.40], [-1.73, 1.93, 0.68], [2.67, -0.36, -2.71], [-1.75, 1.42, 3.51], [1.02, 1.96, -5.12], [-3.05, -2.78, -0.23], [-3.92, 0.66, 0.63], [-3.41, 4.20, 1.32], [-2.13, -2.64, -3.53], [2.76, -1.34, -0.41], [-3.63, 1.80, -2.54], [4.46, -1.00, -2.52], [-2.08, -1.87, 0.32], [5.34, -0.45, -0.14], [1.99, -0.19, -4.35], [0.68, -3.21, 1.63], [0.05, 0.42, 0.23], [-1.99, -0.71, 4.76], [2.41, -0.98, 2.17], [2.86, -2.46, 3.08], [3.56, -3.66, 0.83], [-0.94, 2.56, -4.94], [-1.40, 0.83, -4.86], [-0.73, -3.38, 3.98], [3.38, 2.72, -2.41], [6.07, -2.09, -0.03], [-1.24, -1.53, -1.91], [-1.02, 0.13, 3.90], [0.88, 3.38, -4.04], [-0.27, -3.75, 1.61], [1.87, 3.17, -1.56], [3.77, -3.59, -0.25], [2.13, -1.63, 3.00], [3.46, 0.71, -3.90], [1.86, 2.59, 1.52], [2.45, 2.32, -1.97], [-2.63, 1.21, 2.88], [-3.15, 1.84, 0.78], [-1.21, -1.23, -0.57], [-5.03, 2.87, 1.18], [0.03, 0.94, -2.19], [0.97, -3.87, 4.18], [0.30, -3.00, 4.07], [5.15, -1.50, 0.15], [1.50, -3.95, 1.76], [1.17, 1.78, 1.01], [0.74, -1.31, -2.67], [-3.08, -3.06, -1.58], [-1.46, 3.37, -1.30], [-2.14, -2.43, -2.45], [-2.64, 2.11, -4.72], [-3.76, -3.25, 0.45], [-0.52, -0.81, 2.29], [0.97, 1.06, 4.08], [0.39, -2.40, 4.99], [-2.72, 0.90, -1.30], [-2.62, -2.22, 2.37], [-0.53, -0.89, -3.85], [2.48, 0.35, -3.53], [-0.25, 3.53, 0.84], [2.71, 1.67, -1.12], [-3.81, -3.76, -1.98], [-4.03, 5.04, 1.56], [-3.95, 2.96, 1.10], [2.48, 2.82, -4.59], [-2.92, -0.92, 4.20], [-1.45, 3.32, -2.39], [-2.76, 1.14, -2.37], [-0.56, 3.86, -2.76], [0.71, -2.21, 2.81], [-1.60, 5.31, 1.39], [0.80, -2.71, 0.66], [3.45, -2.46, -2.77], [-1.56, -1.66, 5.10], [0.24, 0.52, 4.71], [2.93, -4.04, -0.80], [-1.60, 1.84, -4.44], [-2.26, -0.12, 5.65], [-0.07, 1.20, 5.52], [4.29, -2.04, -2.19], [-1.26, 3.23, 0.92], [4.93, -1.53, 1.23], [1.48, 2.48, -4.27], [-2.94, 0.20, -2.92], [1.78, -0.73, -0.21], [4.69, -4.16, -0.47], [-1.49, 1.86, -2.90], [-4.94, 0.66, 0.78], [-0.24, -0.82, -2.79], [-1.97, -1.64, 1.70], [2.20, -1.04, 3.93], [1.65, 1.56, -3.05], [0.74, -0.34, 5.17], [-3.57, -0.19, 0.24], [-2.35, 3.85, -2.76], [-2.10, 1.92, 4.43], [-2.05, 4.33, 1.23]]
}

[2]
{
  "formula": "C34H58BN6S3Si2Tl",
  "method": "the ωB97M-V functional and the def2-TZVPD basis",
  "e_above_lowest_ev": 0.6258,
  "multiplicity": 1,
  "e_tot_ev": -98773.881,
  "homo_lumo_gap_ev": 7.21,
  "lumo_energy_ev": 0.040,
  "elements": ["H", "H", "H", "H", "H", "N", "N", "H", "C", "C", "C", "C", "C", "C", "N", "H", "H", "C", "H", "H", "C", "C", "H", "H", "H", "N", "H", "Si", "C", "H", "C", "H", "C", "H", "C", "H", "H", "C", "H", "C", "N", "H", "H", "H", "N", "C", "C", "H", "H", "C", "C", "H", "H", "H", "H", "H", "H", "B", "S", "C", "H", "C", "H", "C", "H", "H", "H", "H", "C", "Tl", "H", "C", "H", "C", "H", "C", "C", "H", "H", "H", "C", "C", "C", "H", "C", "H", "Si", "H", "H", "H", "C", "C", "H", "H", "H", "H", "S", "H", "H", "S", "H", "C", "H", "H", "H"],
  "coordinates": [[5.02, 2.48, 2.17], [-2.39, -0.35, 2.36], [0.94, -5.36, 6.01], [2.30, 0.02, -3.86], [5.70, 0.92, 2.06], [0.12, -0.91, -0.59], [-0.82, -0.67, -1.57], [6.23, 2.19, 0.92], [-1.07, 2.05, 1.51], [-2.30, 0.08, -3.77], [3.28, 1.44, -1.65], [3.45, 1.75, -3.13], [-2.24, 2.86, 1.31], [1.17, -4.44, -1.37], [-0.54, 2.12, -0.81], [3.18, -3.73, 4.78], [-3.19, 4.01, -0.16], [-0.40, 3.62, -3.23], [4.75, 1.29, -4.76], [2.44, 1.39, -4.99], [-1.52, 3.94, -2.20], [-2.38, 3.37, 0.08], [3.62, 3.51, -4.42], [-2.35, -1.86, -5.60], [-3.84, -0.45, 5.25], [2.18, 0.93, -1.20], [-0.70, -1.77, -5.12], [-2.04, -1.71, 4.34], [-2.17, -1.43, -3.48], [-3.13, 2.85, -3.19], [-3.18, 3.25, 2.36], [-3.00, 0.24, -4.58], [5.39, 1.76, 1.44], [-2.83, -3.59, 5.91], [-0.19, -1.85, 4.35], [4.44, 3.67, -2.92], [-2.67, -0.65, 6.50], [0.46, -3.14, -1.43], [-4.03, 3.80, 1.97], [3.53, 3.29, -3.33], [-0.45, 1.52, 0.41], [2.24, -4.35, -1.54], [-3.56, 2.33, 2.87], [-2.12, 5.76, -1.11], [2.01, 0.68, 0.11], [-2.77, -0.40, 5.45], [4.82, 1.18, -3.64], [-4.28, -1.87, -3.85], [-1.35, 0.55, -4.03], [3.03, 0.85, 1.03], [4.27, 1.42, 0.53], [5.01, 0.13, -3.38], [-1.21, 6.09, -2.54], [1.08, -4.88, -0.40], [-2.72, 3.88, 3.14], [5.64, 1.80, -3.26], [-4.07, -3.08, 4.79], [0.52, 0.23, 0.45], [-0.47, 1.89, 3.12], [-1.13, -1.66, -2.38], [2.66, -2.61, 3.50], [4.36, 1.74, -0.77], [-0.71, -4.91, 3.29], [-1.29, 5.41, -1.71], [2.73, -2.11, 5.20], [-2.44, 0.63, 5.34], [-0.47, 2.61, -3.67], [0.90, -5.50, 3.15], [-3.52, -2.09, -3.09], [0.52, -0.82, 2.52], [-0.40, 5.52, -1.06], [0.75, -2.10, -0.48], [-0.45, 4.35, -4.04], [0.34, -4.46, 6.19], [-0.85, -3.72, -2.96], [2.50, -2.92, 4.53], [-2.93, 3.87, -2.87], [-2.74, 0.61, -2.93], [-3.40, -3.17, -2.93], [0.18, -1.16, 5.13], [-1.67, -2.14, -4.82], [-2.74, -1.34, 2.68], [0.33, -4.62, 3.21], [-2.86, -4.13, 4.20], [-1.47, 3.06, -0.95], [-1.67, -3.21, -4.69], [0.69, -3.42, 4.61], [1.30, 1.43, -3.57], [-2.47, -2.08, 1.93], [0.81, -5.13, -2.11], [-0.51, -2.94, -2.32], [2.29, 1.11, -3.93], [5.26, 2.16, -1.15], [-2.96, 4.52, -3.76], [0.73, -4.05, 7.12], [-3.85, -1.64, -2.14], [1.95, -2.47, 0.69], [-3.81, -1.31, 2.78], [2.67, 3.87, -2.96], [2.93, 0.45, 2.67], [-3.73, 4.16, -2.18], [-2.99, -3.27, 4.86], [-0.70, -4.77, 6.32], [0.62, 3.71, -2.84], [0.40, -4.09, 2.30]]
}

[3]
{
  "formula": "C34H58HgN2O4Si",
  "method": "the ωB97M-V functional and the def2-TZVPD basis",
  "multiplicity": 1,
  "e_tot_ev": -59418.736,
  "homo_lumo_gap_ev": [4.65, 4.65],
  "lumo_energy_ev": [-2.496, -2.495],
  "elements": ["H", "H", "Hg", "C", "H", "C", "H", "C", "H", "H", "H", "C", "H", "C", "C", "H", "C", "H", "H", "C", "C", "H", "H", "H", "H", "C", "H", "H", "C", "Si", "H", "N", "H", "H", "H", "H", "H", "H", "C", "H", "H", "H", "C", "C", "O", "C", "H", "H", "H", "C", "C", "H", "H", "H", "H", "O", "C", "C", "H", "H", "C", "H", "H", "H", "H", "H", "C", "H", "H", "H", "H", "C", "H", "C", "O", "O", "H", "C", "H", "H", "H", "C", "H", "H", "N", "C", "C", "C", "H", "C", "C", "C", "H", "H", "C", "H", "C", "H", "H", "C"],
  "coordinates": [[-1.17, 5.45, 3.90], [2.04, -3.08, -3.37], [-1.20, 0.04, 0.12], [-2.42, 2.07, -2.22], [-2.28, 4.82, -0.69], [-0.38, -1.87, -2.54], [-3.50, 0.34, -2.85], [2.54, -2.25, -0.27], [4.25, 5.02, -3.02], [-3.32, -2.05, -5.07], [1.56, 3.37, -2.41], [-0.28, -0.72, 5.23], [3.86, 3.54, -3.91], [4.47, 3.95, -3.07], [0.58, 7.12, 0.12], [3.69, 0.79, -0.55], [-2.46, -2.86, -3.25], [1.11, 1.70, 1.76], [-1.65, -3.18, -0.27], [-3.14, 4.21, -0.40], [4.22, 3.45, 0.35], [1.86, 4.45, -0.94], [3.10, 0.81, -2.23], [-4.32, -1.76, 1.53], [3.50, -2.75, -0.39], [-3.54, 1.43, -3.00], [4.86, 0.80, -1.91], [1.51, 2.33, 3.38], [-2.48, -2.02, -4.37], [3.90, 3.10, -1.50], [4.22, 2.49, 0.88], [1.22, -1.02, 1.33], [-3.45, 1.68, -4.06], [-1.42, 1.66, -2.49], [-3.36, 2.50, 0.87], [-0.24, -3.19, 1.47], [3.58, -1.02, 2.64], [-0.86, -2.80, 4.98], [1.63, -2.40, -1.34], [3.12, -2.74, 2.69], [0.66, 9.28, 0.03], [-0.48, 8.52, -1.10], [2.07, 3.50, -1.44], [-1.44, 6.06, 3.03], [-3.05, -1.47, -0.04], [-1.42, -1.15, -4.60], [-0.66, -4.01, 2.98], [-0.69, -0.64, 6.23], [0.67, 6.08, 2.58], [2.31, -1.67, 1.00], [-1.40, -2.84, -2.36], [2.97, -3.89, -2.09], [-2.20, -4.49, -1.29], [-3.61, 4.71, 0.45], [1.59, 6.98, 0.53], [-0.41, 7.13, 1.14], [0.90, 0.29, 3.37], [1.58, 1.45, 2.72], [-0.46, -4.27, -1.03], [-2.33, 5.64, 2.57], [0.17, -2.07, 3.27], [-1.40, -0.50, -5.48], [5.16, 3.97, 0.54], [-3.87, 4.17, -1.21], [-0.31, 5.08, 1.48], [1.04, -3.90, 2.48], [2.00, -3.48, -2.35], [1.85, 2.70, -0.78], [0.41, 1.34, 5.17], [-2.37, 3.16, -2.39], [1.27, -4.31, -2.33], [-0.35, -1.06, -3.71], [-1.66, 7.07, 3.38], [0.76, -0.09, -3.97], [-3.72, 0.15, 1.39], [-2.66, 1.76, -0.82], [1.26, 8.45, -1.40], [-1.41, -3.75, -1.17], [0.39, 6.27, -0.57], [1.04, -0.14, -5.03], [3.39, 4.05, 0.77], [-0.29, 6.03, 2.04], [1.64, -0.30, -3.37], [-4.51, 1.81, -2.67], [0.56, -1.69, -1.52], [-3.72, -1.03, 0.97], [0.50, 8.43, -0.63], [0.79, -0.94, 2.66], [4.32, -2.19, 1.51], [-0.37, -1.93, 4.54], [3.89, 1.19, -1.56], [-2.68, 2.85, 0.11], [-3.29, -3.55, -3.06], [0.43, 0.94, -3.77], [0.35, 0.38, 4.64], [5.52, 3.78, -3.30], [3.40, -1.91, 2.02], [2.65, 1.27, 2.54], [-1.68, 2.93, 0.57], [0.08, -3.36, 2.51]]
}

For each record above, in turn, the calculated max |F| values are 7.1; 1.9; 2.0 eV/A.
For each record above, in turn, the calculated molar mass values are 807.01; 918.45; 787.52 g mol⁻¹.